{
  "formula": "C3H6N2O",
  "method": "the ωB97M-V functional and the def2-TZVPD basis",
  "symbols": ["C", "C", "N", "N", "C", "O", "H", "H", "H", "H", "H", "H"],
  "xyz": [[0.599128, 0.850764, 0.581951], [0.238530, -0.721625, -0.881937], [1.240603, -1.267207, -1.289611], [-1.036179, -0.512497, -0.878777], [-1.146257, 0.217447, 0.519583], [-1.513052, -0.476902, 1.456285], [1.547935, 0.310700, 0.665790], [0.399780, 1.219869, 1.592952], [0.717743, 1.711419, -0.085525], [2.165179, -1.248745, -0.890370], [-1.661347, -1.293147, -1.060555], [-1.552062, 1.209925, 0.270213]],
  "forces_ev_per_a": [[0.169, 0.137, 0.125], [0.234, -0.307, -0.260], [-0.486, 0.376, 0.226], [0.247, -0.124, 0.052], [-0.029, 0.110, 0.025], [0.068, 0.078, -0.134], [-0.200, -0.033, 0.029], [-0.020, 0.007, -0.159], [0.016, -0.173, 0.050], [-0.079, 0.040, -0.029], [0.047, 0.019, 0.009], [0.034, -0.130, 0.067]],
  "lowdin_charge": [-0.0485, -0.2856, 0.2145, 0.1110, -0.4945, -0.0360, 0.0397, 0.0659, 0.0585, 0.0907, 0.1499, 0.1343],
  "multiplicity": 1,
  "e_tot_ha": -302.51609,
  "total_charge": 0,
  "e_homo_ev": -8.72,
  "orbital_gap_ev": 8.6401
}

{
  "formula": "C29H40N3O",
  "method": "the ωB97M-V functional and the def2-TZVPD basis",
  "symbols": ["C", "N", "C", "C", "C", "C", "C", "H", "H", "H", "H", "H", "H", "H", "H", "H", "H", "H", "H", "H", "C", "N", "C", "O", "C", "C", "C", "C", "C", "C", "C", "C", "N", "C", "C", "C", "C", "C", "C", "C", "C", "C", "C", "C", "C", "C", "H", "H", "H", "H", "H", "H", "H", "H", "H", "H", "H", "H", "H", "H", "H", "H", "H", "H", "H", "H", "H", "H", "H", "H", "H", "H", "H"],
  "xyz": [[2.447705, 0.106500, 2.097160], [1.010266, 0.128208, 1.804014], [0.423714, -1.180859, 2.243404], [-1.089420, -1.221141, 2.086661], [-1.787901, -0.017322, 2.718912], [-1.116746, 1.285510, 2.295570], [0.373071, 1.230676, 2.592035], [2.903751, 1.060550, 1.811524], [2.614982, -0.061911, 3.174561], [2.928027, -0.703825, 1.534219], [0.904120, -1.971756, 1.650832], [0.700751, -1.338690, 3.303108], [-1.343518, -1.280296, 1.021082], [-1.451514, -2.145254, 2.549581], [-2.841763, -0.005925, 2.428162], [-1.749236, -0.104474, 3.812578], [-1.282158, 1.462107, 1.224926], [-1.550739, 2.136189, 2.832396], [0.540971, 1.031214, 3.666901], [0.872737, 2.172580, 2.330491], [4.027101, -4.410670, -4.516991], [3.121147, -4.039687, -3.453040], [2.339217, -4.962466, -2.817674], [2.278341, -6.158718, -3.095162], [1.555118, -4.223304, -1.730904], [1.818725, -4.773146, -0.326156], [1.334800, -6.197757, -0.159236], [2.214657, -7.197986, 0.266997], [1.788319, -8.527644, 0.317476], [0.462318, -8.852030, -0.005860], [-0.429814, -7.839593, -0.385937], [0.002832, -6.511233, -0.444371], [1.995033, -2.833663, -1.919642], [1.477525, -1.832660, -1.178721], [1.910761, -0.512622, -1.256354], [1.448507, 0.543129, -0.471654], [1.930301, 1.890030, -0.680487], [1.233654, 3.015550, -0.167046], [1.719006, 4.303333, -0.350221], [2.804696, 4.548489, -1.202303], [3.196026, 5.950522, -1.543862], [3.501137, 3.454098, -1.728603], [3.119780, 2.153551, -1.424862], [3.018494, -2.675832, -2.968812], [4.373158, -2.225474, -2.398849], [2.577325, -1.758717, -4.125893], [3.947030, -5.482495, -4.693039], [3.779017, -3.867307, -5.436588], [5.058919, -4.158110, -4.242957], [0.477151, -4.304289, -1.965651], [2.902381, -4.716648, -0.127891], [1.309261, -4.117268, 0.397561], [3.241627, -6.924390, 0.521913], [2.493828, -9.310842, 0.602579], [0.126170, -9.890210, 0.039275], [-1.461005, -8.079856, -0.645676], [-0.681826, -5.712794, -0.735584], [0.659865, -2.119457, -0.505463], [2.658300, -0.283355, -2.016043], [0.560196, 0.402920, 0.145600], [0.287443, 2.857344, 0.360035], [1.232134, 5.147746, 0.146810], [3.957520, 5.959782, -2.325889], [2.332066, 6.522960, -1.901314], [3.595375, 6.484816, -0.671105], [4.358141, 3.634004, -2.381522], [3.748869, 1.330076, -1.769957], [4.748059, -2.984687, -1.698137], [5.087986, -2.106525, -3.223185], [4.292606, -1.273854, -1.866234], [1.758318, -2.240462, -4.677308], [2.226337, -0.787456, -3.770234], [3.427284, -1.597687, -4.801093]],
  "forces_ev_per_a": [[-0.112, -0.082, 0.217], [-0.013, -0.590, 3.227], [0.377, 0.800, -0.010], [-0.040, -0.158, -0.068], [0.006, 0.005, -0.021], [-0.001, 0.131, 0.202], [0.322, -0.565, -0.410], [-0.051, -0.158, 0.067], [0.122, 0.030, -0.196], [-0.045, 0.150, 0.129], [-0.044, 0.073, 0.201], [-0.047, -0.089, -0.210], [-0.023, 0.060, 0.024], [0.006, 0.072, -0.134], [0.077, -0.052, 0.110], [-0.004, 0.022, -0.138], [0.015, -0.017, 0.068], [-0.007, -0.116, -0.100], [-0.031, 0.187, -0.147], [-0.046, -0.254, 0.138], [0.275, 0.355, -0.232], [-0.258, -0.587, 0.295], [0.049, -1.224, -0.626], [0.026, 1.837, 0.611], [-0.487, -0.391, -0.484], [0.284, 0.109, 0.254], [-0.071, -0.106, 0.134], [-0.262, -0.012, -0.336], [-0.294, 0.114, 0.040], [0.181, 0.332, -0.048], [0.230, 0.100, 0.144], [0.275, -0.444, 0.011], [-1.031, 1.218, 1.255], [0.416, -0.973, -0.891], [0.473, 0.703, 0.188], [-1.564, -0.191, -2.730], [0.876, 0.810, -0.062], [0.126, -0.419, 0.027], [-0.220, -0.072, -0.109], [-0.132, -0.291, 0.230], [0.138, 0.309, -0.016], [-0.063, -0.232, 0.039], [-0.414, 0.023, 0.272], [0.636, 0.122, -0.483], [0.036, -0.106, 0.236], [-0.301, -0.131, 0.068], [-0.071, 0.123, 0.102], [0.020, -0.198, 0.101], [-0.156, -0.172, -0.065], [0.455, 0.031, 0.042], [-0.337, 0.010, 0.021], [0.158, -0.104, -0.102], [-0.271, -0.194, -0.124], [-0.272, 0.240, -0.040], [0.122, 0.356, -0.051], [0.274, 0.016, 0.124], [0.042, -0.295, 0.032], [0.423, 0.060, -0.177], [-0.209, -0.126, 0.659], [0.469, 0.286, -1.169], [0.446, 0.088, -0.087], [-0.005, -0.296, -0.342], [-0.058, 0.050, 0.096], [0.138, -0.135, 0.073], [-0.081, -0.160, -0.147], [-0.211, -0.093, 0.261], [-0.233, 0.291, 0.053], [-0.053, 0.216, -0.190], [-0.156, -0.033, 0.293], [0.155, -0.224, -0.152], [0.214, 0.171, 0.100], [0.098, -0.163, -0.196], [-0.285, -0.046, 0.149]],
  "lowdin_charge": [-0.0833, -0.2733, -0.1790, -0.1799, -0.1908, -0.1853, -0.1811, 0.0931, 0.0990, 0.0894, 0.0943, 0.1320, 0.1089, 0.1195, 0.1162, 0.1214, 0.1071, 0.1219, 0.1337, 0.1084, 0.0019, -0.0399, -0.3614, 0.0996, -0.1543, -0.0822, -0.2395, -0.0377, -0.0665, -0.0732, -0.0666, -0.0457, 0.0473, 0.0202, -0.0623, 0.0073, -0.1938, -0.0054, -0.0163, -0.2513, -0.0387, -0.0194, 0.0028, -0.4624, 0.0138, 0.0165, 0.1015, 0.0972, 0.0964, 0.1648, 0.1321, 0.1098, 0.1144, 0.1085, 0.1073, 0.1069, 0.1101, 0.1395, 0.0631, 0.0986, 0.1056, 0.1282, 0.0815, 0.0937, 0.0973, 0.1220, 0.1089, 0.1050, 0.0935, 0.0694, 0.1084, 0.0752, 0.0960],
  "multiplicity": 1,
  "e_tot_ha": -1368.30653,
  "total_charge": 1,
  "e_homo_ev": -11.07,
  "orbital_gap_ev": 6.8489
}

{
  "formula": "C34H21N6O3PmS",
  "method": "the ωB97M-V functional and the def2-TZVPD basis",
  "symbols": ["Pm", "S", "N", "C", "C", "C", "C", "C", "N", "C", "C", "N", "C", "C", "C", "C", "C", "N", "H", "H", "H", "H", "H", "H", "O", "C", "C", "O", "O", "C", "C", "C", "C", "C", "C", "C", "C", "C", "C", "C", "C", "H", "H", "H", "H", "H", "H", "H", "H", "H", "H", "H", "N", "C", "C", "C", "C", "C", "C", "C", "H", "H", "H", "H", "N", "C"],
  "xyz": [[-0.028206, -1.166341, -0.512967], [8.152474, -0.620565, -0.482346], [7.134308, -0.739747, 0.762763], [5.919559, -0.827053, 0.244606], [4.680874, -0.930816, 1.006268], [4.648493, -0.968375, 2.400409], [3.433397, -1.078711, 3.030565], [2.276192, -1.135492, 2.253836], [2.291006, -1.079455, 0.927389], [3.480770, -1.000233, 0.305236], [3.473533, -1.014282, -1.174762], [2.283240, -1.127584, -1.778184], [2.223788, -1.159427, -3.101922], [3.359708, -1.078950, -3.906110], [4.585915, -0.960395, -3.298479], [4.653803, -0.927914, -1.904060], [5.906411, -0.820007, -1.169218], [7.111285, -0.729158, -1.709049], [5.578528, -0.919404, 2.952302], [3.351948, -1.130897, 4.107007], [1.314662, -1.255502, 2.733246], [1.237854, -1.256517, -3.539732], [3.258274, -1.112147, -4.981174], [5.501964, -0.896605, -3.871690], [-0.592589, 0.509132, 1.340299], [-1.694820, -0.223521, 1.963501], [-1.022810, -1.553878, 2.413065], [-0.898346, -1.856755, 3.578390], [-0.526494, -2.191209, 1.390432], [-2.313354, 0.604576, 3.070210], [-2.171011, 1.986917, 3.090468], [-2.796028, 2.748319, 4.073179], [-3.584335, 2.132321, 5.029616], [-3.747562, 0.751683, 4.998902], [-3.117363, -0.007976, 4.029128], [-2.702754, -0.479508, 0.846480], [-3.404091, -1.685075, 0.783258], [-4.345232, -1.888426, -0.209626], [-4.592095, -0.895921, -1.153208], [-3.902452, 0.303021, -1.093555], [-2.962494, 0.513627, -0.091274], [-0.117040, 0.977631, 2.036652], [-1.598528, 2.493889, 2.322495], [-2.675028, 3.823793, 4.075581], [-4.077500, 2.721471, 5.791820], [-4.367158, 0.261624, 5.738945], [-3.240098, -1.081716, 4.023758], [-3.192603, -2.477541, 1.491322], [-4.869768, -2.833087, -0.262791], [-5.310355, -1.069760, -1.943814], [-4.072698, 1.073065, -1.834935], [-2.424749, 1.449609, -0.049155], [-2.293050, 4.611603, -5.442442], [-1.915723, 3.794962, -4.726278], [-1.423379, 2.774419, -3.827999], [-0.851554, 3.139117, -2.609200], [-0.397442, 2.149354, -1.750266], [-0.467025, 0.781593, -2.051157], [-1.013303, 0.468190, -3.304652], [-1.509247, 1.429474, -4.176919], [-0.781197, 4.187257, -2.344928], [0.007092, 2.472403, -0.792306], [-1.112871, -0.571302, -3.611786], [-1.954286, 1.148473, -5.123640], [-1.026722, -3.648273, -2.917804], [-0.771734, -2.908022, -2.063674]],
  "forces_ev_per_a": [[0.826, 0.538, -0.546], [0.145, -0.209, 0.000], [-0.069, 0.189, -0.085], [-0.185, -0.090, 0.266], [0.310, 0.006, -0.022], [0.075, 0.026, 0.022], [-0.068, -0.011, 0.006], [0.094, 0.005, 0.001], [-0.141, -0.080, -0.064], [-0.138, 0.021, -0.322], [-0.103, 0.019, 0.294], [-0.393, -0.067, 0.045], [0.076, -0.008, -0.020], [-0.073, 0.001, 0.009], [0.086, 0.004, -0.013], [0.323, 0.020, -0.012], [-0.179, -0.109, -0.262], [-0.065, 0.196, 0.094], [-0.020, 0.001, 0.000], [0.014, 0.000, -0.012], [-0.018, -0.010, -0.012], [0.002, -0.011, -0.002], [0.012, 0.001, 0.007], [-0.015, 0.004, 0.001], [-0.234, 0.008, 0.065], [-0.162, 0.228, 0.025], [0.165, -0.290, -0.285], [-0.015, -0.008, 0.095], [-0.303, 0.058, 0.925], [-0.072, -0.036, -0.036], [-0.017, 0.070, 0.031], [0.012, -0.052, -0.036], [0.000, -0.043, -0.006], [0.010, 0.029, 0.008], [0.025, -0.007, -0.006], [0.038, -0.042, 0.105], [0.056, -0.025, -0.022], [-0.026, 0.024, -0.053], [0.006, -0.040, 0.015], [0.043, -0.030, 0.007], [-0.067, 0.039, -0.013], [0.099, -0.025, 0.004], [0.000, -0.010, 0.008], [0.004, -0.005, -0.003], [0.006, -0.002, -0.005], [0.007, 0.014, -0.003], [0.008, -0.001, -0.007], [-0.018, 0.022, 0.003], [0.001, 0.011, -0.010], [-0.002, 0.005, 0.015], [-0.003, -0.001, 0.014], [-0.013, 0.020, 0.011], [-0.021, -0.009, 0.013], [0.118, -0.190, 0.150], [-0.084, 0.207, -0.146], [-0.004, -0.026, 0.009], [-0.002, 0.097, -0.014], [0.103, -0.061, 0.169], [-0.186, -0.005, -0.054], [0.120, 0.008, -0.023], [-0.004, -0.005, -0.006], [0.010, 0.000, -0.005], [-0.011, -0.017, 0.011], [0.004, 0.002, 0.008], [0.020, 0.041, 0.001], [-0.106, -0.388, -0.332]],
  "lowdin_charge": [1.6805, 1.0290, -0.2117, -0.3013, -0.0790, 0.0225, -0.0096, -0.0842, 0.0561, -0.1314, -0.1357, 0.0249, -0.0947, -0.0075, 0.0258, -0.0779, -0.3013, -0.2101, 0.1250, 0.1189, 0.0949, 0.0968, 0.1187, 0.1253, -0.1153, -0.3211, -0.6079, 0.0998, -0.2298, -0.1337, -0.0266, -0.0739, -0.0837, -0.0629, -0.0110, -0.1968, -0.0191, -0.0522, -0.0597, -0.0521, -0.0403, 0.1176, 0.1142, 0.1043, 0.1030, 0.1067, 0.1198, 0.1294, 0.1122, 0.1096, 0.1147, 0.1093, 0.1405, -0.1911, -0.2493, -0.0491, -0.1622, -0.2872, -0.1663, -0.0448, 0.1124, 0.0817, 0.0665, 0.1156, -0.0666, -0.4286],
  "multiplicity": 5,
  "e_tot_ha": -2869.18452,
  "s_squared": 6.005,
  "total_charge": 0,
  "e_homo_ev": [-8.67, -8.61],
  "orbital_gap_ev": [7.3450, 7.2839]
}